Record 1
The following is a DFT calculation (ωB97M-V with the def2-TZVPD basis set) of C21H33CdCl6F3O22S as an isolated structure at a distorted geometry.

XYZ file:
```
87
Properties=species:S:1:pos:R:3:mulliken_charge:R:1
Cd 0.57 1.51 1.61 3.81
S -0.25 0.29 -0.64 -0.24
O -0.70 0.16 0.78 -0.96
O 0.31 -0.94 -1.20 -0.23
O -1.29 0.87 -1.49 -0.65
O 0.78 1.35 -0.38 -0.87
C 1.57 -1.99 3.68 -0.23
O 2.53 -2.11 2.63 -0.38
C 2.66 -1.09 1.78 0.77
O 2.12 -0.01 1.91 -0.52
O 3.48 -1.46 0.84 -0.41
C 3.65 -0.54 -0.26 -0.46
H 0.65 -2.41 3.28 -0.01
H 1.41 -0.97 4.01 0.01
H 1.86 -2.59 4.54 0.36
H 3.71 0.46 0.14 0.26
H 2.73 -0.50 -0.85 0.03
H 4.39 -0.96 -0.94 0.41
C 4.58 5.13 2.92 -0.72
O 3.45 4.26 2.87 -0.31
C 2.97 3.82 1.74 0.58
O 2.05 3.05 1.63 -0.13
O 3.69 4.22 0.69 -0.37
C 3.34 3.69 -0.58 -0.42
H 4.38 5.77 3.78 0.28
H 4.65 5.76 2.04 0.35
H 5.52 4.65 3.18 0.27
H 4.25 3.71 -1.18 0.36
H 2.67 4.29 -1.19 0.31
H 2.99 2.66 -0.52 -0.07
C -0.06 0.43 7.11 -0.72
O 0.53 0.81 5.86 -0.28
C -0.23 0.76 4.77 0.13
O 0.16 1.20 3.72 -0.68
O -1.33 0.07 4.94 -0.36
C -2.07 -0.26 3.76 -0.07
H -0.57 -0.53 7.15 0.30
H -0.77 1.18 7.48 0.31
H 0.78 0.41 7.79 0.28
H -2.55 0.62 3.30 0.33
H -2.92 -0.89 4.01 0.33
H -1.40 -0.72 3.04 -0.23
C -3.94 0.03 0.11 0.60
C -5.03 -0.70 -0.63 0.00
O -5.16 -1.87 0.23 -0.35
C -4.74 -1.52 1.47 0.68
O -4.83 -2.21 2.42 -0.51
O -4.37 -0.23 1.45 -0.36
F -4.77 -1.11 -1.88 -0.20
H -3.84 1.08 -0.16 0.34
H -2.99 -0.44 -0.11 -0.55
H -5.99 -0.17 -0.65 0.25
C -0.27 0.47 -4.46 0.60
C 1.16 0.64 -3.96 1.32
O 1.52 1.84 -4.55 -0.38
C 0.82 2.01 -5.68 0.59
O 1.08 2.79 -6.54 -0.56
O -0.23 1.18 -5.70 -0.42
F 2.04 -0.34 -4.36 -0.32
H -1.00 0.87 -3.75 -0.39
H -0.57 -0.57 -4.60 0.12
H 1.22 0.62 -2.87 -0.53
C -2.29 -2.02 -3.08 0.36
C -3.22 -3.04 -2.37 0.33
O -2.44 -4.21 -2.52 -0.39
C -1.69 -4.14 -3.59 0.57
O -1.14 -5.07 -4.12 -0.55
O -1.54 -2.85 -3.97 -0.44
F -4.34 -3.19 -3.15 -0.36
H -1.70 -1.47 -2.35 -0.22
H -2.89 -1.32 -3.66 0.37
H -3.46 -2.88 -1.32 0.29
C -1.76 3.56 -3.14 0.52
Cl -2.92 4.14 -1.87 -0.21
Cl -1.33 4.96 -4.15 -0.18
H -0.88 3.18 -2.64 -0.25
H -2.18 2.81 -3.80 0.15
C 2.22 -3.38 -2.47 1.08
Cl 1.72 -5.10 -2.42 -0.16
Cl 3.38 -3.13 -3.80 -0.19
H 1.30 -2.80 -2.60 -0.57
H 2.67 -2.97 -1.57 -0.17
C -0.40 -3.21 0.89 1.89
Cl 0.96 -4.37 1.04 -0.12
Cl -1.55 -3.55 2.20 -0.15
H -0.06 -2.18 0.96 -1.18
H -0.90 -3.31 -0.07 -0.53
```

## Properties
E_HOMO = -10.2054 eV
HOMO-LUMO gap = 0.3601 Eh
Charge = 0

***

Record 2
The following is a DFT calculation (ωB97M-V with the def2-TZVPD basis set) of C21H33Cl2N4O3SY as an isolated structure at a distorted geometry.

XYZ file:
```
65
Properties=species:S:1:pos:R:3:mulliken_charge:R:1
O -2.84 -3.88 -1.24 -0.49
C -2.72 -5.04 -1.62 -0.10
C -3.40 -6.17 -0.88 0.58
C -4.22 -5.85 0.23 -0.35
H -4.44 -4.81 0.45 0.39
C -4.71 -6.88 1.04 -0.40
H -5.31 -6.62 1.91 0.35
C -4.43 -8.21 0.72 -0.36
H -4.80 -9.01 1.36 0.36
C -3.69 -8.53 -0.43 -0.46
H -3.50 -9.57 -0.69 0.34
C -3.20 -7.51 -1.24 -0.48
H -2.64 -7.71 -2.16 0.32
H -2.17 -5.33 -2.54 0.28
C 1.96 -2.55 0.75 -1.09
C 2.03 -1.18 0.26 0.68
H 2.93 -2.93 1.11 0.43
H 1.58 -3.25 -0.02 0.19
H 1.24 -2.58 1.58 0.16
C 2.99 -0.31 0.06 -0.45
C 4.46 -0.54 0.41 -1.29
H 2.82 0.69 -0.37 0.16
H 4.62 -1.55 0.80 0.33
H 4.81 0.17 1.16 0.22
H 5.11 -0.41 -0.46 0.26
Y -0.52 -0.03 0.01 0.36
Cl -1.30 -0.61 2.34 -0.61
Cl -0.88 -2.09 -1.31 -0.49
C 1.14 1.93 1.99 -0.12
O 0.52 1.84 0.89 0.12
N 1.80 3.02 2.35 0.36
C 1.79 4.21 1.50 -0.89
C 2.53 3.12 3.61 -0.89
H 1.15 1.06 2.69 0.34
H 1.34 3.97 0.54 0.12
H 2.82 4.56 1.36 0.39
H 1.22 5.01 1.99 0.29
H 2.51 2.16 4.13 0.30
H 2.07 3.89 4.25 0.32
H 3.57 3.41 3.42 0.30
H 1.47 2.72 -4.65 0.32
H -0.67 1.84 -5.89 0.30
C 1.60 1.69 -4.28 -0.93
C -0.45 0.86 -5.44 -0.86
N 0.30 1.02 -4.20 0.28
H 2.05 1.71 -3.29 0.18
C -0.16 0.62 -3.03 0.25
O 0.38 0.92 -1.93 -0.40
H -1.39 0.34 -5.23 0.28
H -1.07 -0.01 -3.03 0.23
H 2.25 1.15 -4.98 0.35
H 0.14 0.27 -6.16 0.31
C -1.49 4.06 -1.12 -0.82
N -1.95 3.68 0.21 0.40
C -1.82 4.43 1.36 -0.14
C -2.18 3.63 2.40 -0.83
N -2.56 2.42 1.86 0.22
C -2.44 2.43 0.50 -0.37
S -2.89 1.26 -0.63 -0.40
H -0.62 3.46 -1.42 0.24
H -2.29 3.90 -1.85 0.34
H -1.21 5.13 -1.09 0.29
H -1.49 5.45 1.33 0.52
H -2.21 3.83 3.46 0.44
H -2.78 1.57 2.39 0.32
```

## Properties
E_HOMO = -5.1240 eV
HOMO-LUMO gap = 0.1947 Eh
Charge = 0

***

Record 3
The following is a DFT calculation (ωB97M-V with the def2-TZVPD basis set) of C21H33Cl2N4O3Tm as an isolated structure at a distorted geometry.

XYZ file:
```
64
Properties=species:S:1:pos:R:3:lowdin_spin:R:1
O 1.66 -0.27 -3.34 0.00
C 0.53 0.19 -3.43 0.00
C 0.09 1.59 -3.56 0.00
C 0.49 2.59 -2.65 0.00
H 0.73 2.31 -1.62 0.00
C 0.50 3.91 -3.09 0.00
H 0.91 4.67 -2.42 0.00
C 0.02 4.22 -4.37 0.00
H 0.16 5.22 -4.77 0.00
C -0.70 3.27 -5.11 0.00
H -1.20 3.55 -6.04 0.00
C -0.73 1.95 -4.65 0.00
H -1.37 1.19 -5.11 0.00
H -0.30 -0.52 -3.27 0.00
C -2.87 -1.14 -1.14 0.00
C -2.49 0.04 -0.35 -0.01
H -3.54 -0.90 -1.98 0.00
H -3.39 -1.87 -0.50 0.00
H -2.01 -1.67 -1.57 0.00
C -2.75 1.33 -0.45 0.00
C -4.16 1.93 -0.37 0.00
H -2.04 2.14 -0.69 0.00
H -4.34 2.50 -1.29 0.00
H -4.22 2.64 0.47 0.00
H -4.89 1.13 -0.21 0.00
Tm -0.71 -0.05 1.06 2.02
Cl 0.05 2.41 1.25 0.00
Cl -2.75 -0.26 2.46 0.00
H 4.70 1.30 -1.80 0.00
H 4.55 1.84 0.69 0.00
C 3.61 1.44 -1.76 0.00
C 3.47 1.71 0.70 0.00
N 3.08 0.96 -0.49 0.00
H 3.15 0.88 -2.58 0.00
C 2.34 -0.14 -0.42 0.00
O 1.49 -0.35 0.47 0.00
H 3.15 1.18 1.59 0.00
H 2.50 -0.90 -1.22 0.00
H 3.37 2.50 -1.88 0.00
H 2.99 2.69 0.68 0.00
H -0.52 -5.68 1.40 0.00
H 1.41 -5.76 -0.51 0.00
C -1.04 -5.04 0.69 0.00
C 0.77 -5.05 -1.05 0.00
N -0.09 -4.30 -0.12 0.00
H -1.65 -4.32 1.22 0.00
C 0.03 -2.99 -0.01 0.00
O -0.67 -2.30 0.81 0.00
H 1.40 -4.35 -1.60 0.00
H 0.75 -2.48 -0.68 0.00
H -1.66 -5.68 0.05 0.00
H 0.17 -5.63 -1.76 0.00
C 0.10 0.94 6.66 0.00
N 0.20 0.09 5.48 0.00
C 0.26 -1.31 5.49 0.00
C 0.25 -1.70 4.17 0.00
N 0.14 -0.56 3.38 0.00
C 0.16 0.49 4.20 0.00
H -0.82 0.71 7.22 0.00
H 0.95 0.78 7.33 0.00
H 0.07 1.98 6.34 0.00
H 0.30 -1.89 6.38 0.00
H 0.30 -2.70 3.75 0.00
H 0.10 1.53 3.88 0.00
```

## Properties
E_HOMO (spin up / spin down) = -5.1556 / -5.1441 eV
HOMO-LUMO gap (spin up / spin down) = 0.1956 / 0.1952 Eh
2S+1 = 3
Charge = 0

***

Record 4
The following is a DFT calculation (ωB97M-V with the def2-TZVPD basis set) of C21H33F2NORhSi3 as an isolated structure.

XYZ file:
```
62
Properties=species:S:1:pos:R:3:mulliken_charge:R:1
Rh 0.57 -0.48 0.13 -0.46
F -2.80 -4.42 -0.72 -0.32
C -1.54 -3.98 -0.81 0.25
C -1.21 -2.77 -0.20 -0.30
C 0.08 -2.32 -0.33 0.61
C 1.07 -3.07 -1.00 -0.85
C 0.67 -4.26 -1.59 0.62
F 1.56 -5.00 -2.26 -0.32
C -0.63 -4.73 -1.52 -0.92
C 2.44 -2.54 -0.91 0.88
C 3.60 -3.11 -1.41 -0.98
C 4.81 -2.50 -1.13 -0.35
C 4.84 -1.34 -0.36 -1.19
C 3.64 -0.82 0.08 -0.28
N 2.47 -1.40 -0.20 0.48
H -1.97 -2.21 0.32 0.46
H -0.91 -5.66 -1.99 0.53
H 3.57 -4.02 -1.99 0.57
H 5.73 -2.93 -1.50 0.45
H 5.77 -0.85 -0.11 0.44
H 3.60 0.08 0.67 0.65
C 0.78 -1.04 3.13 -0.92
O 0.49 -0.06 2.13 -0.13
Si -0.78 1.15 2.07 0.19
C -0.17 2.64 2.98 -1.31
C -2.21 0.49 3.05 -1.33
C -0.74 1.10 0.23 1.12
Si -2.30 0.79 -0.80 0.34
C -3.60 -0.21 0.12 -1.26
C -1.83 -0.11 -2.38 -0.88
C -3.15 2.40 -1.26 -1.31
Si 0.36 2.49 -0.53 0.38
C 2.12 2.42 0.13 -1.29
C -0.35 4.17 -0.13 -1.14
C 0.51 2.30 -2.38 -1.19
H 1.05 -0.52 4.05 0.26
H 1.62 -1.64 2.78 0.29
H -0.09 -1.68 3.30 0.33
H 0.02 2.37 4.02 0.41
H -0.95 3.40 2.99 0.37
H 0.74 3.10 2.58 0.41
H -2.01 0.64 4.11 0.43
H -2.43 -0.57 2.88 0.39
H -3.12 1.05 2.81 0.40
H -3.22 -0.84 0.91 0.19
H -4.14 -0.84 -0.59 0.48
H -4.34 0.46 0.58 0.36
H -1.13 -0.93 -2.20 0.14
H -1.40 0.54 -3.14 0.39
H -2.73 -0.57 -2.81 0.46
H -3.36 3.00 -0.37 0.33
H -4.12 2.14 -1.71 0.42
H -2.60 3.01 -1.97 0.32
H 2.21 2.09 1.17 0.38
H 2.57 3.41 0.06 0.52
H 2.73 1.75 -0.49 0.34
H -0.19 4.45 0.91 0.35
H -1.42 4.24 -0.34 0.33
H 0.16 4.92 -0.75 0.41
H 0.79 1.28 -2.68 0.35
H 1.30 2.97 -2.73 0.45
H -0.41 2.56 -2.90 0.28
```

## Properties
E_HOMO (spin up / spin down) = -11.8119 / -11.8119 eV
HOMO-LUMO gap (spin up / spin down) = 0.2714 / 0.2714 Eh
Charge = +1

***

Record 5
The following is a DFT calculation (ωB97M-V with the def2-TZVPD basis set) of a 4-piece molecular cluster, C21H33FIN2O9 overall at a distorted geometry.

XYZ file:
```
67
Properties=species:S:1:pos:R:3:mulliken_charge:R:1
O -3.07 4.37 -3.17 -0.37
C -3.48 3.37 -2.80 0.61
F -3.88 3.24 -1.54 -0.24
N -3.59 2.21 -3.58 -0.03
C -3.08 1.01 -3.00 -0.29
O -3.69 0.04 -3.10 -0.28
N -1.78 0.90 -2.26 0.75
C -1.89 -0.10 -1.14 -0.64
C -0.62 0.12 -0.29 -0.04
O 0.61 -0.01 -1.02 -0.40
C 0.41 -0.36 -2.37 -0.96
C -0.57 0.58 -3.12 0.50
C -0.87 -0.07 -4.51 -0.87
C -0.98 1.05 -5.59 -0.38
C 0.29 1.28 -6.44 -1.25
I 2.15 1.30 -5.35 0.10
H -3.26 2.37 -4.53 0.33
H -1.57 1.79 -1.78 0.42
H -2.02 -1.12 -1.51 0.33
H -2.73 0.19 -0.50 0.41
H -0.60 -0.54 0.59 -0.13
H -0.67 1.16 0.11 0.37
H 0.06 -1.41 -2.41 0.40
H 1.37 -0.36 -2.91 0.31
H -0.06 1.54 -3.31 0.09
H 0.02 -0.67 -4.76 0.52
H -1.72 -0.78 -4.50 0.38
H -1.81 0.80 -6.26 0.35
H -1.20 2.02 -5.10 0.12
H 0.36 0.59 -7.30 0.47
H 0.19 2.27 -6.89 0.53
O 0.89 4.26 -2.41 -0.59
C 0.40 5.05 -1.65 0.55
O 0.83 5.23 -0.38 -0.36
C -0.05 6.16 0.29 -0.44
C -0.71 6.96 -0.81 -0.60
C -0.79 5.93 -1.94 -0.07
H -0.77 5.59 0.89 0.24
H 0.54 6.79 0.96 0.34
H -1.68 7.37 -0.53 0.35
H -0.07 7.78 -1.12 0.28
H -1.69 5.33 -1.88 -0.11
H -0.70 6.40 -2.92 0.37
O -1.64 -1.20 1.93 -0.72
C -1.22 -2.13 2.59 0.63
O -1.28 -3.40 2.17 -0.36
C -0.80 -4.28 3.22 -0.56
C 0.06 -3.41 4.10 -0.18
C -0.62 -2.05 3.97 -0.50
H -1.67 -4.68 3.75 0.29
H -0.25 -5.10 2.78 0.32
H 0.13 -3.77 5.13 0.31
H 1.07 -3.35 3.70 0.14
H -1.42 -1.92 4.70 0.28
H 0.09 -1.23 4.04 0.30
O 1.69 -5.39 6.88 -0.55
C 2.73 -5.32 6.30 0.51
O 2.83 -4.99 4.98 -0.33
C 4.19 -5.10 4.55 -0.43
C 5.03 -5.00 5.81 -0.52
C 4.11 -5.63 6.86 -0.42
H 4.32 -6.07 4.05 0.28
H 4.42 -4.31 3.84 0.31
H 6.00 -5.48 5.73 0.33
H 5.19 -3.95 6.06 0.27
H 4.23 -6.71 6.91 0.27
H 4.24 -5.18 7.84 0.29
```

## Properties
E_HOMO = -11.9793 eV
HOMO-LUMO gap = 0.3178 Eh
Charge = +1

***

Record 6
The following is a DFT calculation (ωB97M-V with the def2-TZVPD basis set) of the molecule C21H33N3O4S at a distorted geometry.

XYZ file:
```
62
Properties=species:S:1:pos:R:3:mulliken_charge:R:1
C 6.99 -2.81 0.37 -0.98
N 5.79 -2.74 1.18 0.02
S 4.60 -3.81 0.67 1.26
O 4.77 -5.10 1.26 -0.76
O 4.53 -3.72 -0.76 -0.71
N 3.30 -3.07 1.42 0.19
C 2.89 -1.84 0.80 -1.27
C 2.03 -2.06 -0.45 -0.63
H 1.68 -1.10 -0.82 0.57
H 2.63 -2.54 -1.22 0.41
C 0.84 -2.97 -0.12 0.06
C 1.34 -4.27 0.52 -0.88
C 2.19 -3.95 1.75 -1.19
H 1.58 -3.46 2.51 0.43
H 2.63 -4.86 2.16 0.47
H 1.95 -4.80 -0.21 0.40
H 0.49 -4.89 0.81 0.48
O -0.04 -2.36 0.82 -0.36
C -0.95 -1.44 0.42 0.72
C -1.13 -0.98 -0.88 -0.20
C -2.12 -0.05 -1.16 -0.97
C -2.92 0.46 -0.16 0.03
C -2.74 0.00 1.15 0.33
C -1.77 -0.93 1.43 -0.99
H -1.63 -1.30 2.43 0.44
H -3.38 0.37 1.94 0.46
C -4.05 1.39 -0.50 -0.01
O -5.03 0.99 -1.10 -0.67
N -3.92 2.68 -0.11 0.23
C -2.78 3.20 0.61 -0.63
C -2.20 4.49 0.03 -0.71
C -1.65 4.36 -1.38 -0.82
C -2.66 3.95 -2.46 -0.32
H -2.89 2.89 -2.37 0.00
H -2.17 4.09 -3.43 0.49
C -3.97 4.75 -2.44 -0.80
C -5.15 3.97 -1.85 -0.66
H -5.29 3.05 -2.43 0.30
H -6.06 4.57 -1.96 0.45
C -5.03 3.57 -0.38 -1.16
H -4.94 4.45 0.26 0.58
H -5.95 3.04 -0.11 0.44
H -3.83 5.68 -1.89 0.39
H -4.24 5.02 -3.46 0.31
H -0.84 3.63 -1.38 0.37
H -1.22 5.32 -1.66 0.34
H -2.96 5.28 0.06 0.35
H -1.39 4.81 0.69 0.45
H -2.00 2.43 0.61 0.40
H -3.07 3.39 1.66 0.13
H -2.26 0.28 -2.18 0.45
H -0.52 -1.34 -1.69 0.38
H 0.28 -3.21 -1.03 0.44
H 2.32 -1.26 1.54 0.51
H 3.80 -1.30 0.54 0.41
C 6.03 -2.86 2.60 -0.96
H 6.50 -3.81 2.85 0.32
H 6.66 -2.04 2.92 0.37
H 5.06 -2.79 3.09 0.29
H 7.59 -1.91 0.55 0.33
H 6.69 -2.84 -0.67 0.35
H 7.59 -3.70 0.60 0.33
```

## Properties
E_HOMO = -8.5746 eV
HOMO-LUMO gap = 0.3385 Eh
Charge = 0
Structure (SMILES) = CN(C)S(=O)(=O)N1CCC(Oc2ccc(C(=O)N3CCCCCCC3)cc2)CC1

***

Record 7
The following is a DFT calculation (ωB97M-V with the def2-TZVPD basis set) of C21H33N3O7P2Sn as an isolated structure at a distorted geometry.

XYZ file:
```
67
Properties=species:S:1:pos:R:3:mulliken_charge:R:1
P 0.08 -1.76 -5.71 0.67
P 0.15 2.27 -5.53 0.86
C -0.21 -0.33 -6.79 -0.92
C 0.72 0.91 -6.62 -1.29
H -1.27 -0.03 -6.79 0.59
H 0.02 -0.74 -7.80 0.59
H 1.74 0.61 -6.34 0.62
H 0.80 1.40 -7.61 0.69
C -1.25 3.00 -6.41 -1.47
H -1.72 3.77 -5.79 0.44
H -2.01 2.25 -6.66 0.43
H -0.88 3.46 -7.34 0.51
C 1.45 3.52 -5.47 -1.33
H 1.33 4.18 -6.34 0.45
H 2.45 3.06 -5.49 0.43
H 1.34 4.11 -4.54 0.41
C -1.16 -3.03 -5.99 -1.37
H -1.15 -3.72 -5.13 0.41
H -0.90 -3.58 -6.90 0.47
H -2.16 -2.60 -6.08 0.40
C 1.63 -2.42 -6.35 -1.25
H 2.39 -1.62 -6.43 0.36
H 1.45 -2.87 -7.34 0.49
H 1.99 -3.20 -5.67 0.48
Sn 1.64 0.67 0.35 1.02
C -0.57 1.80 -3.93 0.76
C -1.97 1.40 -3.94 -1.70
C -2.49 0.05 -3.95 -0.30
C -2.01 -0.89 -2.77 -0.63
C -0.96 -1.81 -3.14 -1.74
C 0.24 -1.51 -3.94 0.87
C 1.10 -0.23 -3.56 -1.03
C 0.41 0.98 -2.97 -1.20
C 1.60 -1.39 1.08 -1.36
H -0.56 2.82 -3.48 0.76
H -2.67 2.23 -3.79 0.48
H -2.28 -0.44 -4.93 -0.07
H -3.60 0.12 -3.87 0.59
H -1.73 -0.28 -1.89 0.25
H -2.86 -1.53 -2.43 0.53
H -1.04 -2.83 -2.80 0.60
H 0.90 -2.37 -3.73 0.72
H 1.68 0.07 -4.44 0.25
H 1.87 -0.60 -2.84 0.43
H -0.14 0.73 -2.06 -0.05
H 1.20 1.68 -2.65 0.57
H 2.15 -1.48 2.03 0.31
H 2.08 -2.02 0.32 0.43
H 0.54 -1.67 1.19 0.34
O -1.55 0.36 7.60 -0.57
N -0.46 0.76 7.14 0.98
O 0.51 1.06 7.86 -0.57
C -0.31 0.87 5.71 -0.60
C -1.38 0.47 4.89 -0.21
C -1.19 0.41 3.52 -0.29
C -0.01 0.90 2.90 1.19
O -0.01 1.03 1.61 -0.75
C 1.10 1.26 3.76 -0.31
C 0.91 1.28 5.15 -0.18
N 2.38 1.66 3.27 0.94
O 3.19 2.18 4.04 -0.50
O 2.75 1.45 2.02 -0.71
N -2.23 -0.14 2.66 0.87
O -3.41 -0.05 3.07 -0.55
O -1.93 -0.69 1.59 -0.51
H -2.34 0.17 5.31 0.61
H 1.72 1.61 5.78 0.64
```

## Properties
E_HOMO (spin up / spin down) = -12.7519 / -12.7556 eV
HOMO-LUMO gap (spin up / spin down) = 0.2398 / 0.2312 Eh
Charge = +2